Computed, not measured: a single C16H20N4 molecule in a non-equilibrium geometry, with ωB97M-V/def2-TZVPD.

Computed properties:
Energy above the lowest of the compared OMol25 structures with the same formula, charge and spin = 2.3432 eV
Orbital gap = 8.254 eV
E_HOMO = -7.7 eV

Atoms and positions in Å:
C: 2.67 1.25 0.38
C: 1.38 0.98 -0.24
C: 0.85 1.70 -1.24
C: -0.19 1.00 -1.72
C: -0.36 -0.11 -1.08
C: -1.13 -1.28 -1.69
C: -1.80 -1.07 -2.89
C: -1.59 0.22 -3.58
N: -1.92 0.70 -4.76
N: -1.41 1.92 -4.91
C: -0.86 2.26 -3.78
C: -0.50 3.68 -3.53
N: -0.84 1.18 -2.94
N: 0.55 -0.12 -0.02
C: 0.70 -1.33 0.81
C: -0.51 -1.38 1.77
C: -0.51 -0.31 2.81
C: 0.41 -0.92 3.94
C: 0.09 -2.43 3.92
C: -0.52 -2.67 2.59
H: 3.25 0.39 0.49
H: 2.40 1.68 1.40
H: 3.29 1.93 -0.19
H: 1.35 2.58 -1.68
H: -1.26 -2.24 -1.09
H: -2.51 -1.85 -3.26
H: -0.84 4.28 -4.40
H: 0.56 3.79 -3.34
H: -0.95 4.02 -2.64
H: 1.48 -1.20 1.51
H: 0.99 -2.21 0.20
H: -1.32 -1.25 1.21
H: -0.06 0.59 2.46
H: -1.56 -0.28 3.17
H: 0.27 -0.39 4.85
H: 1.49 -0.84 3.76
H: -0.57 -2.77 4.74
H: 0.93 -2.99 4.13
H: 0.11 -3.45 2.16
H: -1.56 -3.04 2.66

natural (NBO) analysis output, partial charges in e: C -0.64; C 0.19; C -0.33; C 0.14; C 0.07; C -0.21; C -0.23; C 0.27; N -0.29; N -0.27; C 0.31; C -0.65; N -0.33; N -0.34; C -0.21; C -0.22; C -0.40; C -0.40; C -0.42; C -0.41; H 0.22; H 0.22; H 0.24; H 0.23; H 0.23; H 0.24; H 0.25; H 0.21; H 0.22; H 0.21; H 0.21; H 0.20; H 0.22; H 0.21; H 0.21; H 0.19; H 0.21; H 0.20; H 0.21; H 0.22